(1)
Density functional theory data (ωB97M-V/def2-TZVPD) for a 11-piece molecular cluster, C11H40N20O13 overall.

XYZ file:
```
84
Properties=species:S:1:pos:R:3:forces:R:3
O -4.76344 -0.47211 2.71984 0.5 0.8 -0.4
O -1.72043 3.91300 0.83211 0.6 -0.5 -0.2
O 1.31162 -3.67402 3.85827 -0.8 1.0 0.4
O 0.10841 0.36372 0.81641 -0.6 -0.3 -0.1
O 4.46369 2.26173 1.35229 -0.4 0.6 -0.1
O -4.31644 2.43590 -3.20444 0.2 -0.4 0.2
O 0.75576 -1.37442 -0.41039 0.0 -0.6 0.0
O -4.04595 -3.31289 0.36382 0.6 0.1 0.9
O 2.30078 1.25594 4.88289 0.4 -0.9 1.0
O -0.34498 -4.58738 -3.93873 0.6 0.5 0.4
O 1.84028 3.59601 -4.19681 -0.6 0.1 -0.3
O -0.51344 0.18911 -1.34836 0.2 0.0 0.5
O 5.13936 -1.54954 -2.52200 -0.2 1.0 -0.3
N -2.88087 0.62245 -3.28467 0.0 0.3 0.3
N 2.49905 1.39337 2.10309 -0.9 0.2 0.5
N 1.28033 1.80281 -2.96179 -0.9 -0.8 0.8
N 0.06519 -2.48335 -3.13696 0.4 0.8 1.2
N 0.03005 -1.99560 2.85037 0.0 -0.3 0.6
N 0.24344 0.40236 4.48195 -0.4 -0.9 0.4
N 1.70526 -3.03132 1.76182 0.5 0.3 -0.7
N -2.70463 2.06660 -1.58174 0.1 0.0 -0.2
N 3.16535 -2.17696 -1.62093 -0.9 0.5 0.8
N 0.33443 -4.28265 -1.80648 0.5 -0.7 1.1
N -2.68403 -1.94808 -0.81704 -0.3 -0.1 0.8
N 0.33998 3.25112 0.03167 -1.5 -1.7 1.3
N 3.17178 -0.37125 -2.92747 0.5 1.0 -0.2
N -1.76516 -3.27345 0.74548 -0.5 -0.4 0.6
N -2.51745 -0.23790 2.64964 2.6 0.1 -0.8
N 3.21007 0.97627 -0.02181 -1.2 -0.1 0.0
N -0.29043 3.41089 -3.35507 0.8 0.8 -0.7
N -0.46972 5.30981 -0.42274 -0.4 0.1 0.4
N -3.72966 0.42012 0.88522 -0.8 0.1 0.4
N 0.85250 0.75032 6.59760 0.5 -0.6 1.4
C 0.11122 -0.26240 -0.30913 -0.4 0.6 -0.1
C -2.91554 -2.85477 0.20391 -1.1 -0.2 -2.7
C 1.04029 -2.89652 2.93462 0.3 -1.4 -0.2
C -0.67889 4.10518 0.19664 0.2 1.6 -0.7
C 3.41293 1.65177 1.14389 1.8 -0.6 0.5
C 1.30185 0.69196 5.29877 -1.2 3.0 -1.4
C -3.40860 1.76343 -2.72853 0.2 0.3 0.3
C -3.73736 -0.10324 2.12562 -2.2 -0.9 1.2
C 0.02466 -3.82170 -3.03418 -1.1 -0.9 -2.0
C 0.98669 2.96468 -3.56472 0.8 0.1 0.1
C 3.94942 -1.32412 -2.33264 0.5 -2.5 -0.4
H 0.57056 1.38519 -2.32686 0.8 -0.2 -0.5
H -2.16269 0.20421 -2.71123 0.1 -0.6 -0.4
H 3.42566 -3.10091 -1.33626 0.6 0.2 0.1
H 2.19003 1.37952 -3.07273 -0.4 0.7 0.3
H 1.46445 0.94780 7.37251 0.4 -0.1 -0.4
H 2.64505 1.70007 3.05965 0.2 -0.1 -0.5
H 0.04330 0.22623 6.87121 -0.1 -0.1 -0.1
H 0.06459 -1.24909 2.16233 0.0 0.0 0.0
H -0.95623 -2.72653 0.50577 0.5 -0.4 0.6
H 1.56287 1.05232 1.87641 0.6 0.0 -0.3
H -1.78527 -0.16715 1.95228 0.4 0.2 0.4
H -1.12822 6.02121 -0.16233 0.2 0.2 -0.4
H 0.22116 -2.03639 -2.23685 0.1 0.7 -0.3
H -0.51225 4.15823 -3.99037 -0.5 0.0 0.3
H -2.21834 -0.41670 3.58285 -0.9 -0.2 0.2
H 0.29821 5.41817 -1.05679 -0.1 0.4 0.0
H -0.48921 -0.12647 4.91237 -0.2 0.0 -0.2
H -1.94084 1.43833 -1.32195 0.0 0.2 0.2
H -1.73516 -1.80740 -1.11519 -0.1 0.3 -0.5
H 1.52166 -2.34376 1.02955 0.3 0.0 -0.1
H 0.12476 0.59599 3.50246 0.7 0.0 0.0
H 0.43107 -5.27648 -1.70232 -0.2 0.0 -0.1
H -2.92781 2.81848 -0.94818 -0.2 0.1 -0.2
H -0.06410 -1.91573 -3.94975 -0.2 -0.5 -0.2
H 3.55195 0.13058 -3.71317 0.1 -0.1 0.1
H -0.99675 2.88126 -2.88043 -0.3 -0.1 0.0
H -4.65578 0.54543 0.51787 0.3 0.1 -0.5
H 2.56007 0.21115 0.06241 0.0 0.0 -0.6
H 0.02459 2.35384 0.39850 1.0 -0.5 -0.3
H 2.17326 -0.48614 -2.88586 0.0 -0.2 -0.2
H 1.18562 3.32920 -0.49802 -0.1 0.2 -0.1
H -1.87291 -3.93503 1.49425 0.7 0.3 0.2
H -3.46563 -1.82524 -1.43435 0.2 0.2 -0.1
H 2.61308 -3.44962 1.86961 0.0 0.1 -0.2
H -3.29866 0.16225 -4.07027 0.0 0.1 0.1
H -2.88049 0.66516 0.41329 -0.2 0.2 -0.2
H 0.73906 -3.71816 -1.07714 -0.1 0.2 -0.1
H 2.33569 -1.76023 -1.19804 -0.2 -0.5 0.0
H -0.60068 -1.94209 3.62556 0.0 0.0 0.0
H 3.78697 1.09357 -0.83007 0.2 0.0 0.1
```
Forces are in eV/Å.

E_tot: -68490.74431 eV
net charge: -2
F_max: 3.55 eV Å⁻¹

(2)
Density functional theory data (ωB97M-V/def2-TZVPD) for a 2-piece molecular cluster, H4NS overall.

XYZ file:
```
6
Properties=species:S:1:pos:R:3:forces:R:3
S -1.46699 1.54847 0.16195 -0.6 -0.3 0.0
N 0.34017 -1.24217 -0.11526 0.4 -0.1 -0.9
H 0.51062 -1.20220 0.87823 0.0 0.3 0.1
H -0.08436 -0.34959 -0.40815 -0.2 -0.2 0.6
H 1.24899 -1.24181 -0.57789 0.0 -0.2 0.2
H -0.54844 2.48731 0.06111 0.5 0.5 0.0
```
Forces are in eV/Å.

E_tot: -12391.30464 eV
net charge: -1
F_max: 1.01 eV Å⁻¹

(3)
Density functional theory data (ωB97M-V/def2-TZVPD) for a 2-piece molecular cluster, C5H15N2 overall.

XYZ file:
```
22
Properties=species:S:1:pos:R:3:forces:R:3
N 1.04418 0.73848 1.77832 -2.6 2.3 1.7
N -0.41025 -0.80836 -0.12461 -3.3 3.0 -2.4
C -0.73711 1.62468 -0.79569 0.4 0.3 0.0
C 1.50393 0.53049 -0.88199 -0.5 -4.4 -0.6
C -1.89317 -0.84435 -0.31513 -0.4 -3.5 1.0
C 0.19015 -2.00401 0.32853 -0.7 -1.1 3.1
C 0.06321 0.36156 -0.46857 1.5 -0.6 0.4
H 0.50470 -2.74049 -0.36284 0.2 -0.3 -1.4
H 1.78148 1.14598 1.11966 -0.9 -1.1 3.0
H -0.94117 1.42924 -1.83880 -1.0 -0.1 -0.6
H 1.64411 1.50925 -0.72058 1.5 3.5 -0.2
H 1.05116 -1.72439 0.93984 -0.1 -0.2 0.1
H -2.22804 -0.46430 -1.28436 0.3 -0.2 0.2
H 1.07481 0.07694 2.62922 1.3 1.6 -2.2
H -0.03867 2.48711 -0.96770 -0.5 -0.8 0.9
H -2.46112 -0.35467 0.48304 0.4 0.0 0.0
H -2.07808 -2.00422 -0.21274 -0.4 2.5 -0.6
H 1.67429 0.14893 -1.92499 -0.4 0.8 0.7
H 0.34252 1.52851 2.12978 2.4 -2.0 -1.2
H 2.19426 -0.06517 -0.27161 -0.2 0.0 -0.2
H -0.63448 -2.55517 0.98811 2.0 1.3 -1.1
H -1.64671 1.98396 -0.22690 1.1 -1.0 -0.6
```
Forces are in eV/Å.

E_tot: -8399.73745 eV
net charge: +1
F_max: 5.05 eV Å⁻¹

(4)
Density functional theory data (ωB97M-V/def2-TZVPD) for a 3-piece molecular cluster, C6H13O2 overall.

XYZ file:
```
21
Properties=species:S:1:pos:R:3:forces:R:3
O -4.06969 0.04775 0.18049 3.3 1.8 -1.4
O -1.93012 1.12481 -1.00102 -1.0 0.6 -0.1
C 0.20954 -0.24155 0.28454 0.5 1.0 0.7
C 0.32949 0.75926 -0.90084 1.8 -1.2 -0.4
C -0.78218 1.81213 -1.03643 1.2 -0.1 0.6
C 1.28463 -1.39061 0.39066 -2.4 3.0 1.2
C 2.52419 -0.85959 1.04604 -0.1 1.8 0.7
C 3.58129 -1.56625 1.50720 -0.6 -2.2 -6.5
H 2.49382 0.24885 1.36628 -0.2 -1.3 -0.8
H -0.63994 2.63312 -0.21810 -0.3 -0.7 -1.0
H 4.54410 -1.21152 1.06923 -0.2 0.2 1.7
H 0.90246 -2.16872 1.01415 -0.3 -0.7 0.7
H -0.81171 -0.56675 0.22451 -0.4 -0.7 0.1
H -4.12863 0.70963 -0.56899 -0.5 -1.0 1.0
H 1.38726 1.07737 -1.06965 -0.3 0.5 0.7
H 1.15875 -1.73813 -0.58916 1.7 -1.0 -1.7
H -2.99541 0.24317 0.12812 -2.6 -0.6 0.2
H 3.16392 -2.43925 0.11813 1.8 0.5 3.3
H 0.19215 0.23466 -1.86093 -0.2 -0.6 0.4
H -0.46271 2.24675 -2.04982 -0.8 0.4 0.7
H 0.31276 0.26998 1.25347 -0.4 0.4 -0.2
```
Forces are in eV/Å.

E_tot: -10521.95087 eV
net charge: -1
F_max: 6.87 eV Å⁻¹

(5)
Density functional theory data (ωB97M-V/def2-TZVPD) for a 2-piece molecular cluster, C3H7NO2 overall.

XYZ file:
```
13
Properties=species:S:1:pos:R:3:forces:R:3
O 1.43838 1.13432 -0.27015 -0.4 0.2 -0.2
O 1.42328 -1.06682 1.42222 -0.1 0.1 -0.1
N -0.79281 -1.40553 0.94533 0.2 -0.2 0.3
C 0.26795 -1.69731 1.58189 -0.2 -0.1 0.0
C -0.72684 1.01919 -1.31715 0.0 -0.1 0.1
C 0.58881 1.64293 -0.97444 0.2 -0.1 0.1
H 1.31992 -0.34522 0.75822 0.1 0.0 0.1
H 0.79719 2.63650 -1.41917 0.0 -0.1 0.0
H -1.55133 -2.02047 1.22754 0.1 0.0 0.0
H -0.64820 0.59082 -2.32559 0.0 0.1 0.1
H 0.36462 -2.49015 2.33027 -0.1 0.1 -0.1
H -1.51222 1.78149 -1.35215 0.1 -0.1 0.0
H -0.96877 0.22025 -0.60682 0.0 0.2 -0.2
```
Forces are in eV/Å.

E_tot: -8809.14911 eV
F_max: 0.48 eV Å⁻¹
SMILES string: [H]/N=C/O.CC=O